Entry 1:
{"formula": "C14H23N3O3S2", "method": "ωB97M-V/def2-TZVPD", "homo_ev": -8.372, "energy_ha": -1733.6222, "total_charge": 0, "homo_lumo_gap_ev": 8.75, "relative_energy_kcal_mol": 5.8, "smiles": "CCN(CCO)C(=S)Nc1cc(S(=O)(=O)N(C)C)ccc1C", "elements": ["C", "C", "N", "C", "C", "O", "C", "S", "N", "C", "C", "C", "S", "O", "O", "N", "C", "C", "C", "C", "C", "C", "H", "H", "H", "H", "H", "H", "H", "H", "H", "H", "H", "H", "H", "H", "H", "H", "H", "H", "H", "H", "H", "H", "H"], "positions_angstrom": [[0.58783, -2.54464, 0.63693], [0.84211, -1.05863, 0.87998], [0.00566, -0.52434, 1.94417], [0.67538, -0.20536, 3.18852], [1.20699, -1.44983, 3.92322], [0.27483, -2.49365, 3.97140], [-1.33868, -0.62157, 1.93814], [-2.27050, -0.62415, 3.31602], [-2.01299, -0.78657, 0.75249], [-1.79512, -0.14847, -0.46328], [-0.97207, 0.97040, -0.56242], [-0.75093, 1.54986, -1.79371], [0.41540, 2.90136, -1.83326], [0.10275, 3.82967, -0.78887], [0.54512, 3.39560, -3.17508], [1.80968, 2.05649, -1.35380], [2.81820, 2.91488, -0.76989], [2.29828, 1.21873, -2.42470], [-1.35655, 1.07283, -2.93683], [-2.21555, -0.01118, -2.82974], [-2.44036, -0.63808, -1.61376], [-3.35826, -1.81791, -1.51540], [-0.38356, -2.70211, 0.17638], [0.61494, -3.08812, 1.57845], [1.35127, -2.94282, -0.02590], [0.69717, -0.49397, -0.04590], [1.87597, -0.91336, 1.19571], [1.50533, 0.47449, 2.97581], [-0.04523, 0.30919, 3.82856], [1.51267, -1.14282, 4.93463], [2.08301, -1.85964, 3.41183], [-0.58120, -2.13094, 4.24757], [-2.96038, -1.11428, 0.90039], [-0.52029, 1.41829, 0.30769], [2.30930, 3.59797, -0.09452], [3.35641, 3.49455, -1.52802], [3.52819, 2.30377, -0.21155], [3.10309, 0.58840, -2.04732], [1.47860, 0.58967, -2.76769], [2.66402, 1.81160, -3.27030], [-1.15873, 1.55569, -3.87977], [-2.71096, -0.38640, -3.71271], [-2.86596, -2.65314, -1.01903], [-4.24981, -1.56319, -0.94072], [-3.67504, -2.13826, -2.50371]], "forces_ev_per_a": [[0.11, 0.12, 0.04], [0.07, -0.33, -0.41], [-0.49, 0.20, -0.19], [0.16, -0.04, 0.54], [0.09, 0.31, -0.07], [-0.20, -0.28, 0.11], [0.08, -0.07, 0.24], [-0.51, 0.01, 0.51], [-0.16, -0.32, -0.02], [0.39, 0.51, -0.63], [-0.36, -0.11, 0.14], [0.30, 0.28, -0.11], [0.22, -0.45, 0.15], [0.02, -0.08, 0.24], [-0.06, -0.27, -0.10], [-0.97, 0.45, -0.15], [0.07, 0.39, 0.18], [0.07, -0.21, -0.34], [0.05, 0.17, -0.12], [0.08, 0.12, 0.11], [0.10, -0.01, 0.10], [0.07, 0.06, -0.01], [-0.06, -0.05, -0.05], [0.00, -0.06, 0.04], [0.07, -0.05, -0.11], [0.18, -0.04, 0.15], [-0.06, 0.07, -0.03], [0.00, -0.02, -0.02], [0.22, -0.02, -0.15], [0.09, 0.03, -0.16], [0.02, 0.08, 0.05], [-0.02, 0.01, -0.11], [0.22, 0.10, 0.12], [0.07, -0.09, 0.19], [0.22, 0.06, 0.12], [0.05, 0.00, 0.03], [-0.03, 0.00, -0.03], [-0.03, -0.02, 0.03], [0.10, -0.17, -0.12], [0.05, -0.07, 0.00], [0.01, 0.01, -0.16], [-0.05, -0.05, -0.08], [-0.01, -0.09, 0.05], [-0.11, -0.06, 0.05], [-0.05, -0.03, -0.03]]}

---

Entry 2:
{"formula": "C14H23N5O2ReS2", "method": "ωB97M-V/def2-TZVPD", "s2": 3.77, "homo_ev": [-13.601, -14.504], "energy_ha": -1845.6889, "total_charge": 2, "spin_multiplicity": 4, "homo_lumo_gap_ev": [7.40, 7.10], "relative_energy_kcal_mol": 19.0, "elements": ["Re", "N", "C", "S", "N", "N", "C", "C", "C", "C", "C", "C", "C", "O", "H", "H", "H", "H", "H", "H", "H", "N", "C", "C", "N", "H", "H", "H", "H", "H", "H", "H", "H", "O", "S", "C", "C", "C", "C", "H", "H", "H", "H", "H", "H", "H", "H"], "positions_angstrom": [[0.05434, -0.23536, 0.76135], [-3.95682, 1.24416, 0.04027], [-2.85876, 0.46565, 0.15377], [-1.94865, 0.60919, 1.67761], [-2.50748, -0.31060, -0.81443], [-1.37440, -1.07846, -0.46208], [-1.42984, -2.30115, -0.88181], [-0.53121, -3.36441, -0.54182], [-0.71848, -4.61660, -1.15156], [0.08006, -5.68424, -0.80949], [1.06918, -5.51334, 0.15945], [1.26385, -4.28970, 0.78242], [0.46208, -3.22404, 0.42669], [0.67845, -2.01853, 1.03827], [-4.36425, 1.65957, 0.85920], [-4.56556, 1.07720, -0.74634], [-2.28533, -2.52254, -1.51413], [-1.50172, -4.72969, -1.89103], [-0.06215, -6.64708, -1.27892], [1.69767, -6.34990, 0.43620], [2.02338, -4.16042, 1.54211], [0.83263, 0.12978, 2.84501], [2.28308, -0.17541, 2.92444], [2.94208, 0.50876, 1.74828], [2.31125, 0.00011, 0.50649], [0.66223, 1.09416, 3.12669], [0.29782, -0.45216, 3.48604], [2.39357, -1.25578, 2.84924], [2.71126, 0.14794, 3.87176], [4.01899, 0.34877, 1.74761], [2.76900, 1.58641, 1.78991], [2.69048, -0.91380, 0.27002], [2.50652, 0.61997, -0.27466], [0.31297, 1.68007, 0.04730], [-0.13363, 3.06634, 0.63105], [0.99384, 4.23291, -0.12354], [0.10907, 5.45552, -0.34984], [-1.16084, 4.93512, -1.03354], [-1.54768, 3.60391, -0.36316], [1.32460, 3.77994, -1.06103], [1.83928, 4.39552, 0.54188], [0.63441, 6.19230, -0.95375], [-0.12992, 5.93330, 0.60316], [-0.97522, 4.76781, -2.09348], [-1.97449, 5.65131, -0.95204], [-1.72454, 2.78317, -1.05970], [-2.39751, 3.67691, 0.31183]], "forces_ev_per_a": [[0.32, 0.53, 0.53], [0.16, -0.01, -0.09], [-0.32, 0.03, 0.05], [-0.32, -0.33, -0.08], [0.37, 0.03, 0.35], [-0.01, 0.34, -0.49], [-0.02, -0.17, -0.05], [-0.27, 0.07, -0.29], [0.02, -0.03, 0.01], [0.01, 0.03, 0.02], [0.04, -0.01, 0.02], [0.04, -0.24, -0.03], [0.20, 0.74, 0.35], [-0.25, -1.15, 0.19], [-0.02, -0.01, 0.05], [-0.05, -0.04, 0.01], [0.01, -0.07, 0.01], [0.01, 0.00, 0.00], [0.01, 0.01, 0.00], [-0.02, 0.00, 0.00], [-0.02, -0.01, -0.01], [-0.01, 0.23, -0.23], [0.08, -0.02, 0.00], [-0.01, 0.05, 0.04], [-0.01, -0.30, -0.39], [0.02, -0.02, 0.09], [0.03, -0.06, 0.02], [0.00, -0.01, 0.01], [-0.02, 0.06, 0.00], [0.01, -0.04, -0.02], [0.01, -0.01, 0.02], [0.08, 0.00, 0.03], [0.04, 0.01, 0.01], [-0.03, 0.34, -0.10], [-0.14, -0.15, 0.13], [0.06, 0.09, -0.09], [-0.01, -0.02, 0.00], [0.02, -0.04, 0.01], [-0.02, 0.06, -0.06], [0.01, 0.04, 0.00], [0.00, 0.02, -0.01], [-0.01, 0.01, -0.02], [0.01, -0.01, 0.00], [0.03, -0.01, 0.00], [-0.02, 0.00, -0.02], [-0.05, 0.04, -0.02], [0.02, 0.02, 0.01]]}